1.
Computed, not measured: a structure of composition C37H32ClLaOP2 in a non-equilibrium geometry, with the ωB97M-V functional and the def2-TZVPD basis.

```
74
Properties=species:S:1:pos:R:3:lowdin_charge:R:1
La -0.826 -1.206 -0.301 1.2674
P -1.007 0.237 2.414 0.9441
C 1.139 -2.235 0.382 -0.1220
O 2.125 -2.737 0.742 0.1913
P 0.761 0.210 -2.493 0.9419
C -0.652 -1.220 3.440 -0.4055
C -2.840 0.377 2.441 -0.4016
C -0.358 1.691 3.288 -0.3863
C 2.231 1.272 -2.709 -0.3608
C 1.173 -1.412 -3.214 -0.4155
C -0.518 0.905 -3.611 -0.3809
C 0.149 -1.135 4.598 -0.0575
C 0.429 -2.288 5.328 -0.0380
C -0.070 -3.522 4.894 -0.0440
C -0.826 -3.623 3.718 -0.0564
C -1.113 -2.474 2.981 -0.1594
H 0.554 -0.178 4.904 0.1030
H 1.064 -2.226 6.220 0.1262
H 0.168 -4.427 5.452 0.1204
H -1.176 -4.596 3.356 0.1233
H -1.711 -2.553 2.062 0.0589
C 1.041 1.910 3.298 -0.1354
C 1.579 3.026 3.949 -0.0608
C 0.732 3.940 4.584 -0.0502
C -0.654 3.760 4.543 -0.0482
C -1.200 2.646 3.895 -0.0598
H 1.696 1.200 2.802 0.0967
H 2.660 3.191 3.940 0.1173
H 1.149 4.824 5.062 0.1182
H -1.322 4.500 4.999 0.1217
H -2.274 2.523 3.846 0.1027
C -3.594 -0.175 3.493 -0.0681
C -4.982 -0.070 3.469 -0.0394
C -5.603 0.579 2.399 -0.0413
C -4.863 1.113 1.342 -0.0610
C -3.478 1.029 1.360 -0.1261
H -3.087 -0.704 4.300 0.1162
H -5.557 -0.502 4.287 0.1223
H -6.685 0.642 2.376 0.1184
H -5.356 1.581 0.488 0.1188
H -2.876 1.472 0.555 0.0878
C 0.159 -2.180 -3.830 -0.1152
C 0.486 -3.433 -4.354 -0.0474
C 1.785 -3.934 -4.193 -0.0452
C 2.759 -3.222 -3.479 -0.0538
C 2.450 -1.966 -2.969 -0.0986
H -0.852 -1.787 -3.897 0.1008
H -0.294 -4.020 -4.852 0.1246
H 2.014 -4.938 -4.557 0.1207
H 3.746 -3.655 -3.286 0.1229
H 3.175 -1.417 -2.377 0.1049
C 3.083 1.498 -1.603 -0.1256
C 4.216 2.309 -1.727 -0.0635
C 4.532 2.897 -2.956 -0.0516
C 3.698 2.687 -4.054 -0.0496
C 2.555 1.895 -3.926 -0.0629
H 2.855 1.041 -0.645 0.0758
H 4.846 2.497 -0.853 0.1153
H 5.404 3.548 -3.043 0.1207
H 3.936 3.167 -5.016 0.1258
H 1.901 1.773 -4.781 0.0905
C -0.416 0.778 -5.011 -0.0959
C -1.432 1.283 -5.824 -0.0395
C -2.557 1.869 -5.242 -0.0424
C -2.689 1.955 -3.851 -0.0607
C -1.663 1.499 -3.032 -0.1171
H 0.440 0.266 -5.454 0.1165
H -1.333 1.200 -6.909 0.1240
H -3.357 2.247 -5.872 0.1195
H -3.592 2.355 -3.388 0.1173
H -1.751 1.579 -1.939 0.0698
H 0.796 2.050 0.353 0.0432
H 0.128 2.264 0.107 0.0585
Cl -2.830 -2.571 -0.962 -0.1604
```

Calculated values
E_LUMO in eV: -7.92
Total charge: +2

---

2.
Computed, not measured: a structure of composition C3H13NO4 in a non-equilibrium geometry, with the ωB97M-V functional and the def2-TZVPD basis.

```
21
Properties=species:S:1:pos:R:3:mulliken_spin:R:1
C -0.855 -0.603 -0.433 -0.0187
C 0.408 -0.717 -1.338 -0.0356
C -0.654 -0.760 1.029 0.0069
N -0.920 -1.977 0.218 -0.7209
H -1.765 -0.303 -0.933 -0.0044
H 1.145 -1.376 -0.905 0.0016
H 0.730 0.258 -1.751 -0.0134
H -1.283 -0.816 1.913 -0.0463
H 0.402 -0.610 1.259 0.0037
H 1.535 -3.838 0.789 -0.0243
H -0.100 -1.296 -2.122 -0.0034
O 1.264 -2.904 0.680 0.8837
H -0.206 1.937 1.404 -0.0118
H 0.063 -2.565 0.429 -0.0309
O 0.787 1.749 0.081 0.6652
H -0.525 2.808 2.653 -0.0039
H -0.609 2.861 -2.414 -0.0165
O -0.588 1.917 2.307 0.0361
H 0.095 2.071 -0.978 -0.0456
H 1.709 2.098 -0.046 -0.0205
O -0.632 2.067 -1.841 0.3988
```

Calculated values
E_LUMO (spin up / spin down) in eV: -7.36 / -8.54
Multiplicity: 2
⟨S²⟩: 1.68
Total charge: +1

---

3.
Computed, not measured: a cluster of 7 separate species, H14O7 in total in a non-equilibrium geometry, with the ωB97M-V functional and the def2-TZVPD basis.

```
21
Properties=species:S:1:pos:R:3:lowdin_charge:R:1
O -1.355 0.046 -1.428 -0.2146
H -2.213 0.298 -0.753 0.1218
H -0.910 -0.885 -1.297 0.0490
O 1.198 1.198 1.190 -0.1648
H 1.681 1.764 1.899 0.1125
H 0.541 1.826 0.623 0.0595
O 2.734 -0.450 -0.088 -0.1292
H 2.303 0.166 0.535 -0.0286
H 2.702 0.160 -1.003 0.1673
O -2.901 -0.225 0.701 -0.0614
H -3.524 -0.936 0.823 0.0565
H -2.001 -0.513 0.936 0.0085
O -0.326 2.443 -0.513 -0.0424
H -0.573 1.609 -1.070 0.0708
H 0.010 3.076 -1.078 0.0186
O 0.593 -1.818 -0.952 -0.1385
H 1.522 -1.412 -0.729 0.0529
H 0.734 -2.642 -1.522 0.1180
O -0.402 -1.388 1.424 -0.1133
H -0.103 -1.616 0.524 -0.0296
H 0.292 -0.701 1.779 0.0871
```

Calculated values
E_LUMO in eV: 0.31
SMILES string: O.O.O.O.O.O.O
Total charge: 0

---

4.
Computed, not measured: the ion C4H9N2O with charge +1 in a non-equilibrium geometry, with the ωB97M-V functional and the def2-TZVPD basis.

```
16
Properties=species:S:1:pos:R:3:mulliken_spin:R:1
C -1.876 -0.770 -0.306 0.6281
C -0.925 1.252 0.347 -0.0214
C 0.224 0.204 0.483 -0.0240
C 2.468 -0.268 -0.178 0.0027
N -2.018 0.539 -0.296 0.6362
N -0.786 -1.230 0.270 0.6948
O 1.126 0.197 -0.496 0.0304
H -2.564 -1.410 -0.870 0.0176
H -1.164 1.515 1.281 0.0245
H -0.574 2.046 -0.256 0.0210
H 0.620 0.081 1.437 0.0034
H 2.882 -0.762 -1.049 0.0003
H 2.418 -1.085 0.520 -0.0015
H 3.049 0.566 0.076 0.0019
H -2.604 1.245 -0.897 -0.0198
H -0.276 -2.118 -0.066 0.0059
```

Calculated values
E_LUMO (spin up / spin down) in eV: -2.92 / -7.85
Multiplicity: 3
⟨S²⟩: 2.01
Total charge: +1

---

5.
Computed, not measured: a cluster of 2 separate species, C3H10O2S2 in total in a non-equilibrium geometry, with the ωB97M-V functional and the def2-TZVPD basis.

```
17
Properties=species:S:1:pos:R:3:mulliken_spin:R:1
C -0.129 0.706 -1.158 0.0161
C 0.509 1.548 -0.101 0.0074
O 1.651 1.074 0.468 0.0102
C -1.637 0.530 -0.790 0.0114
S -2.115 -0.735 0.439 0.6543
S -1.099 -2.552 -0.094 0.2205
H 0.408 -0.191 -1.297 -0.0011
H -0.143 1.240 -2.125 -0.0031
H 0.643 2.557 -0.631 -0.0004
H -0.059 1.711 0.803 -0.0019
H 2.565 1.509 0.372 -0.0002
H -2.319 0.259 -1.754 0.0715
H -2.008 1.484 -0.651 -0.0068
H 0.208 -2.355 0.085 0.0192
H 1.407 -2.793 1.737 -0.0007
H 0.663 -2.021 2.621 -0.0003
O 1.455 -1.970 2.075 0.0039
```

Calculated values
E_LUMO (spin up / spin down) in eV: -5.51 / -8.64
Multiplicity: 2
⟨S²⟩: 0.76
Total charge: +1

---

6.
Computed, not measured: the molecule C4H7NS in a non-equilibrium geometry, with the ωB97M-V functional and the def2-TZVPD basis.

```
13
Properties=species:S:1:pos:R:3:lowdin_charge:R:1
C -0.392 0.580 1.829 -0.0776
C -0.789 1.022 0.417 -0.2815
N -0.754 0.076 -0.691 0.0294
C 0.283 -0.519 -1.017 -0.7057
C 0.932 -1.443 -2.018 -0.2727
S 1.962 -0.692 -0.656 0.8463
H -1.260 -0.057 2.295 0.1116
H 0.589 0.141 1.706 0.0365
H -0.468 1.455 2.461 0.0597
H -0.156 1.747 0.043 0.0865
H -1.818 1.231 0.302 0.0879
H 0.734 -2.485 -1.780 0.0757
H 1.137 -1.056 -2.892 0.0040
```

Calculated values
E_LUMO in eV: 0.83
SMILES string: CC/N=C1/CS1
Total charge: 0

---

7.
Computed, not measured: a cluster of 2 separate species, C3H5Br in total in a non-equilibrium geometry, with the ωB97M-V functional and the def2-TZVPD basis.

```
9
Properties=species:S:1:pos:R:3:lowdin_charge:R:1
C 0.592 -0.011 0.597 -0.0860
C 2.311 0.013 -0.624 -0.5655
C -0.653 -0.181 -0.075 -0.2219
Br 3.867 -0.074 0.397 0.5357
H 0.668 0.553 1.569 0.0662
H 2.216 -0.880 -1.374 0.0030
H -0.528 -0.417 -1.100 0.0511
H -1.454 0.667 0.164 0.1199
H -1.014 -1.027 0.579 0.0975
```

Calculated values
E_LUMO (spin up / spin down) in eV: 0.22 / -0.53
Total charge: 0

---

8.
Computed, not measured: a cluster of 2 separate species, C7H14FN3O2 in total in a non-equilibrium geometry, with the ωB97M-V functional and the def2-TZVPD basis.

```
27
Properties=species:S:1:pos:R:3:lowdin_charge:R:1
C -1.622 2.155 -0.195 -0.4713
C -2.930 1.374 -0.072 0.0384
C 0.974 2.554 -2.373 -0.0075
C -0.233 -3.337 0.850 0.0353
C 1.152 -2.244 2.573 -0.0642
C 0.710 1.787 -1.040 -0.3374
C 0.026 -2.251 1.640 -0.4512
N 1.559 0.678 -0.852 0.0663
N 1.003 -0.457 -0.693 -0.1715
N 1.555 -1.561 -0.474 0.0828
O -1.347 3.213 0.325 0.1014
O -0.750 1.341 -0.912 -0.0709
F -0.758 -1.156 1.578 0.0352
H -3.063 1.236 0.968 0.0821
H -3.695 2.011 -0.390 0.0674
H -2.835 0.511 -0.702 0.0805
H 1.821 2.016 -2.852 0.0845
H 1.102 3.623 -2.228 0.0767
H 0.044 2.311 -2.866 0.0703
H -1.024 -3.353 0.049 0.0751
H 0.368 -4.195 0.716 0.0431
H -0.005 -0.556 -0.882 0.1684
H 1.680 -3.181 2.640 0.0812
H 0.953 -2.031 3.625 0.0833
H 1.944 -1.540 2.390 0.0701
H 0.826 2.484 -0.127 0.1575
H 2.545 -1.432 -0.695 0.0744
```

Calculated values
E_LUMO in eV: 0.82
Total charge: 0

---

9.
Computed, not measured: a cluster of 2 separate species, C4H12N2O in total in a non-equilibrium geometry, with the ωB97M-V functional and the def2-TZVPD basis.

```
19
Properties=species:S:1:pos:R:3:lowdin_charge:R:1
C 2.023 -0.239 0.592 -0.1278
C 1.187 0.288 1.818 -0.2169
C -0.292 0.116 1.358 -0.2724
N -0.526 0.684 0.047 0.0071
C -1.602 0.900 -0.547 -0.3315
N -2.578 -0.017 -0.877 0.0733
H 2.090 0.436 -0.209 0.0446
H 1.747 -1.199 0.353 0.0321
H 3.085 -0.418 0.808 0.0672
H 1.252 1.376 1.888 0.0945
H 1.430 -0.382 2.705 0.1222
H -0.433 -1.013 1.470 0.1202
H -0.868 0.726 2.038 0.1029
H -1.628 1.763 -1.220 0.1130
H -3.303 0.359 -1.526 0.1046
H -2.268 -0.994 -0.996 0.1083
O 0.028 -0.967 -2.833 0.0139
H 0.875 -1.149 -2.576 -0.0136
H -0.219 -0.271 -2.294 -0.0415
```

Calculated values
E_LUMO in eV: 0.79
SMILES string: CCC/N=C\N.O
Total charge: 0

---

10.
Computed, not measured: the molecule C2H2O3S in a non-equilibrium geometry, with the ωB97M-V functional and the def2-TZVPD basis.

```
8
Properties=species:S:1:pos:R:3:lowdin_charge:R:1
O 2.356 0.828 -0.547 -0.3439
S 1.511 -0.308 -0.304 0.7876
O 2.130 -1.495 0.211 -0.3533
C 0.100 0.243 0.797 -0.1074
C -1.567 0.052 -0.040 0.0297
O -0.678 1.159 0.244 -0.1616
H -1.501 -0.355 -1.028 0.0748
H -2.350 -0.123 0.667 0.0741
```

Calculated values
E_LUMO (spin up / spin down) in eV: -2.11 / -2.11
SMILES string: O=S(=O)=C1CO1
Total charge: 0

---

Asked for energy above the lowest of the compared OMol25 structures with the same formula, charge and spin across the records above, the calculation gives 0.000 7.809 2.015 1.714 1.964 2.516 5.400 0.000 2.820 6.284 eV in order.